Entry A
# C5H3ClS

An isolated molecule of C5H3ClS (ωB97M-V with the def2-TZVPD basis set, the Open Molecules 2025 dataset).

CARTESIAN COORDINATES (ANGSTROEM)
S -2.7209 -0.8528 -0.0043
C -1.1771 -0.3625 -0.0170
C -0.7047 1.0571 -0.0035
C 0.6263 1.0163 -0.0040
C 1.0946 -0.3845 0.0182
Cl 2.7421 -0.7879 -0.0078
C 0.0443 -1.1985 -0.0171
H -1.3372 1.9426 0.0236
H 1.3258 1.8495 -0.0335
H 0.1068 -2.2793 0.0454

Computed properties:
SMILES string   S=C1C=CC(Cl)=C1

Löwdin population analysis, charges in e, atoms 1 to 8:
1. S 0.7741
2. C -0.7778
3. C -0.1070
4. C -0.0895
5. C -0.7155
6. Cl 0.7193
7. C -0.1414
8. H 0.1114

Entry B
# C5H3ClS

An isolated molecule of C5H3ClS (ωB97M-V with the def2-TZVPD basis set, the Open Molecules 2025 dataset).

CARTESIAN COORDINATES (ANGSTROEM)
S -0.1130 2.6160 0.6861
C -0.1525 1.0024 0.7740
C -1.3258 0.2785 0.8369
C -1.1786 -0.7994 -0.0463
C 0.1818 -0.8956 -0.3759
Cl 0.7421 -2.3484 -1.2191
C 0.9710 0.1804 0.2111
H -2.0698 0.6467 1.5240
H -1.6207 -1.7058 -0.2511
H 1.9081 0.5289 0.0749

Computed properties:
SMILES string   S=C1C=CC(Cl)=C1

Löwdin population analysis, charges in e, atoms 1 to 8:
1. S 0.8217
2. C -0.8231
3. C -0.1169
4. C -0.0829
5. C -0.6292
6. Cl 0.6385
7. C -0.0461
8. H 0.1115

Least stable = entry B

Entry A
# C18H18N4O4S2

An isolated molecule of C18H18N4O4S2 (ωB97M-V with the def2-TZVPD basis set, the Open Molecules 2025 dataset).

CARTESIAN COORDINATES (ANGSTROEM)
C -5.1214 -2.6100 0.8448
C -3.6009 -2.5329 0.8054
C -3.0858 -1.4042 -0.1087
O -3.3549 -0.1300 0.4389
C -4.3840 0.6558 -0.0180
C -4.4610 1.9110 0.5858
C -5.4497 2.8016 0.2223
C -6.3748 2.4578 -0.7507
C -6.2988 1.2147 -1.3492
C -5.3125 0.3099 -0.9897
C -1.5755 -1.5732 -0.2418
O -1.0587 -2.4959 -0.8292
N -0.8447 -0.6141 0.3955
C 0.5159 -0.6471 0.4169
N 1.2475 0.2446 1.0113
N 2.5414 -0.0060 0.9068
C 2.8103 -1.0731 0.2404
S 4.4386 -1.7197 -0.0858
O 4.2459 -2.8612 -0.9260
O 5.1429 -1.8603 1.1460
N 5.1049 -0.5487 -1.0574
C 5.8889 0.5039 -0.5749
C 5.6038 1.0680 0.6627
C 6.3758 2.1177 1.1271
C 7.4196 2.6186 0.3667
C 7.6931 2.0620 -0.8709
C 6.9358 1.0050 -1.3420
S 1.4223 -1.9280 -0.3621
H -5.4307 -3.3911 1.5342
H -5.5230 -2.8449 -0.1382
H -5.5479 -1.6677 1.1813
H -3.2162 -2.3518 1.8112
H -3.1858 -3.4732 0.4400
H -3.5114 -1.5180 -1.1116
H -3.7349 2.1645 1.3427
H -5.4977 3.7681 0.7004
H -7.1486 3.1530 -1.0369
H -7.0153 0.9338 -2.1066
H -5.2938 -0.6539 -1.4730
H -1.3291 0.1448 0.8623
H 5.3574 -0.9094 -1.9641
H 4.7854 0.6805 1.2457
H 6.1548 2.5496 2.0913
H 8.0167 3.4389 0.7351
H 8.5041 2.4453 -1.4723
H 7.1517 0.5654 -2.3055

Computed properties:
SMILES string   CC[C@@H](Oc1ccccc1)C(=O)Nc1nnc(S(=O)(=O)Nc2ccccc2)s1

Löwdin population analysis, charges in e, atoms 1 to 8:
1. C -0.0838
2. C -0.1627
3. C -0.2363
4. O -0.0344
5. C -0.2494
6. C -0.0079
7. C -0.0797
8. C -0.0961

Entry B
# C18H18N4O4S2

A structure of composition C18H18N4O4S2 (ωB97M-V with the def2-TZVPD basis set, the Open Molecules 2025 dataset).

CARTESIAN COORDINATES (ANGSTROEM)
C -2.0684 -0.3324 1.1954
H -2.0182 0.2506 1.9583
H -2.6575 -1.2133 1.2361
H -2.3377 0.3179 0.2279
O -0.8038 -0.6725 0.8158
C -0.5727 -1.5993 0.0522
C -1.5597 -1.9340 -0.8525
C -0.9932 -2.8545 -2.0319
C 0.2408 -3.5013 -1.9985
C 1.0421 -3.2522 -1.0004
C 0.9480 -2.2904 0.1305
S 2.1430 -1.8774 1.2459
C 1.9235 -0.0906 1.1743
C 1.9723 0.3907 0.0572
N 2.4812 0.0185 -1.1752
N 1.9532 0.7783 -1.9596
C 1.0734 1.7561 -1.6825
S 0.4941 2.9688 -2.4929
N 1.2834 1.4740 -0.3317
C 0.4415 2.3398 0.7604
C 1.0908 2.8517 1.7751
C 0.3598 3.5707 2.9346
C -0.8799 3.9178 2.5345
C -1.5644 3.5471 1.4246
C -0.5744 2.8498 0.2172
H -1.2668 2.4303 -0.6376
H -2.6956 3.9279 0.9165
C -1.5422 4.7608 3.4411
H -1.7542 4.4085 4.5243
H -1.3061 5.7524 3.5048
H -2.6149 4.9278 3.1177
H 0.8516 3.9458 3.5475
H 2.0977 2.4455 2.0572
H 2.2151 0.6512 -3.0886
H 1.1682 0.2182 1.9905
H 3.1629 -0.0397 1.8884
H 2.1367 -3.6469 -1.0544
O 0.3098 -4.6093 -2.6886
C 1.6722 -5.1944 -2.8615
H 1.6521 -5.8455 -3.5635
H 1.6294 -5.8817 -1.9196
H 2.4434 -4.5090 -2.7582
N -2.1333 -3.1082 -2.8781
O -1.9564 -3.8408 -3.8843
O -3.0833 -2.5681 -2.7340
H -2.4032 -1.6386 -1.1345

Löwdin population analysis, charges in e, atoms 1 to 8:
1. C -0.0082
2. H 0.0367
3. H 0.1053
4. H 0.1568
5. O -0.0984
6. C -0.2843
7. C 0.1256
8. C 0.0353

Least stable = entry B

Entry A
# CH4IOPS

A cluster of 2 separate species, CH4IOPS in total (ωB97M-V with the def2-TZVPD basis set, the Open Molecules 2025 dataset).

CARTESIAN COORDINATES (ANGSTROEM)
C 0.6525 -1.4881 0.6430
O -0.3003 2.4567 -1.2891
P -0.6179 -0.2860 1.0377
S 0.6496 2.3428 0.0456
I -2.0987 -0.8203 -0.8677
H 1.4459 -0.8885 0.3294
H 0.3600 -2.2163 -0.2460
H 1.0605 -2.1197 1.4997
H -1.1516 3.0193 -1.1526

Löwdin population analysis, charges in e, atoms 1 to 8:
1. C -0.5751
2. O -0.6949
3. P 0.3508
4. S 0.4895
5. I 0.2968
6. H -0.0347
7. H 0.0356
8. H 0.0518

Entry B
# CH4IOPS

An isolated molecule of CH4IOPS (ωB97M-V with the def2-TZVPD basis set, the Open Molecules 2025 dataset).

CARTESIAN COORDINATES (ANGSTROEM)
C -1.0840 -0.8143 0.4573
P -0.1760 0.7758 0.5715
O -0.8328 1.4365 -0.7585
S 1.9909 -0.0287 -0.5293
I 4.4874 -0.3100 -0.1894
H -2.0574 -0.5582 -0.1248
H -0.5506 -1.6318 -0.0424
H -1.1824 -1.2761 1.5638
H -0.5950 2.4068 -0.9480

Computed properties:
SMILES string   CP(O)SI

Löwdin population analysis, charges in e, atoms 1 to 8:
1. C -0.3710
2. P 0.6641
3. O -0.4150
4. S -0.3124
5. I 0.1640
6. H 0.0669
7. H 0.0107
8. H 0.0859

Least stable = entry A